No. 1
The following is a quantum chemistry calculation of a 3-piece molecular cluster, C5H8O2 overall at a distorted geometry, from the OMol25 dataset.

The geometry in XYZ format:
```
15
Properties=species:S:1:pos:R:3
C 0.4845 -0.5300 0.2821
C -0.1707 0.6469 0.5619
C 1.7913 1.3296 1.3538
C -1.4593 -0.7078 -0.7231
C -1.5640 -0.2633 -1.9629
O 0.5229 -1.5066 1.1984
O 2.5687 1.7879 0.5671
H 1.0164 -2.2645 0.8645
H 1.1687 -0.5803 -0.5594
H -0.8041 0.7106 1.4340
H -0.1564 1.4375 -0.1707
H 1.9508 1.4884 2.4630
H -2.1323 -1.4494 -0.2973
H -2.3441 -0.5811 -2.6546
H -0.8725 0.4822 -2.3568
```

The value obtained for the energy above the lowest of the compared OMol25 structures with the same formula, charge and spin is 159.7 kcal/mol. The lowest unoccupied orbital energy (spin up / spin down) is 0.5 / 0.5 eV. As for the net charge: 0. For the electronic energy, the calculation gives -9402.9049 eV.

---

No. 2
The following is a quantum chemistry calculation of C5H8O2 as an isolated structure, from the OMol25 dataset.

The geometry in XYZ format:
```
15
Properties=species:S:1:pos:R:3
O -1.7760 0.0001 2.2055
C -1.5585 1.0223 1.5994
C 0.6573 -0.5958 0.1667
C 1.1998 -1.1176 -0.9444
C 1.7486 0.1840 -1.5078
C 1.0111 0.7815 -0.2809
O 0.7612 1.9051 0.0752
H -2.4317 -1.3167 0.5219
H -0.9410 1.8320 2.0194
H -1.9435 1.1889 0.5733
H 0.1317 -1.0033 1.0213
H 1.2336 -2.1326 -1.3253
H -2.3276 -1.5434 -0.1811
H 1.3971 0.5157 -2.4900
H 2.8377 0.2798 -1.4534
```

The value obtained for the energy above the lowest of the compared OMol25 structures with the same formula, charge and spin is 84.0 kcal/mol. The lowest unoccupied orbital energy is 0.4 eV. As for the net charge: 0. For the electronic energy, the calculation gives -9406.1895 eV.

---

No. 3
The following is a quantum chemistry calculation of C5H8O2 as an isolated structure, from the OMol25 dataset.

The geometry in XYZ format:
```
15
Properties=species:S:1:pos:R:3
O 2.4510 -0.7670 0.8399
C 2.1161 -1.4211 -0.1199
C -0.4971 0.4181 0.6652
C -1.6245 1.1287 0.5003
C -2.3385 0.1330 -0.4021
C -1.0044 -0.6432 -0.2469
O -0.5683 -1.6570 -0.7317
H 2.5490 1.4469 0.1316
H 1.8667 -2.4919 -0.0391
H 2.0375 -0.9805 -1.1316
H 0.4285 0.5573 1.2108
H -1.9346 2.0985 0.8751
H 2.3031 2.0850 -0.1662
H -2.5740 0.4572 -1.4211
H -3.2105 -0.3640 0.0358
```

The value obtained for the energy above the lowest of the compared OMol25 structures with the same formula, charge and spin is 82.0 kcal/mol. The lowest unoccupied orbital energy is 0.5 eV. As for the net charge: 0. For the electronic energy, the calculation gives -9406.2743 eV.

---

No. 4
The following is a quantum chemistry calculation of a 2-piece molecular cluster, C5H8O2 overall, from the OMol25 dataset.

The geometry in XYZ format:
```
15
Properties=species:S:1:pos:R:3
C 1.8021 0.2666 -0.7045
C 0.4822 0.3427 -0.5895
O -0.4003 0.6957 -1.5687
C -0.1924 0.1419 0.7050
C -1.7282 -0.1123 0.7600
C -1.1600 1.1957 1.0544
O -1.3162 2.3469 1.3447
H 2.2941 0.3951 -1.6567
H 2.4032 0.0723 0.1771
H 0.0906 1.0230 -2.3343
H 0.4092 -0.2984 1.4961
H -2.2733 -0.2733 -0.1633
H -2.0321 -0.6552 1.6488
H 1.0123 -2.2801 -0.1977
H 0.6089 -2.8607 0.0286
```

The value obtained for the energy above the lowest of the compared OMol25 structures with the same formula, charge and spin is 78.9 kcal/mol. The lowest unoccupied orbital energy is 0.7 eV. As for the net charge: 0. The SMILES is C=C(O)[C@@H]1CC1=O.[H][H]. For the electronic energy, the calculation gives -9406.4125 eV.

---

No. 5
The following is a quantum chemistry calculation of a 2-piece molecular cluster, C5H8O2 overall, from the OMol25 dataset.

The geometry in XYZ format:
```
15
Properties=species:S:1:pos:R:3
C -2.2864 0.2091 -0.1061
C -1.1379 0.8534 0.0682
O -0.4223 0.7737 1.2230
C 0.9814 0.6295 1.0537
C 1.5636 -0.6284 0.4838
C 1.5914 0.4387 -0.2591
O 1.8623 1.0623 -1.4083
H -2.6741 -0.4510 0.6635
H -2.8495 0.3309 -1.0244
H -0.7100 1.5044 -0.6972
H 1.4656 1.1651 1.8710
H 1.7397 -1.6785 0.6519
H 2.1943 0.4055 -2.0380
H -0.9333 -1.9034 -0.3527
H -0.4700 -2.4798 -0.2665
```

The value obtained for the energy above the lowest of the compared OMol25 structures with the same formula, charge and spin is 110.4 kcal/mol. The lowest unoccupied orbital energy is 0.6 eV. As for the net charge: 0. The SMILES is C=CO[C@H]1C=C1O.[H][H]. For the electronic energy, the calculation gives -9405.0437 eV.

---

No. 6
The following is a quantum chemistry calculation of C5H8O2 as an isolated structure, from the OMol25 dataset.

The geometry in XYZ format:
```
15
Properties=species:S:1:pos:R:3
C 0.0184 1.4145 0.5861
C -0.6768 0.7205 -1.0301
C 0.4858 -0.2630 -1.3044
C 0.3202 -0.4749 0.1299
O 1.2813 -0.8492 1.0126
C -1.0817 -1.0009 0.3181
O -1.7169 -0.1138 -0.5903
H 0.7552 2.0894 0.1452
H 0.4058 1.0851 1.5604
H -0.9056 1.9583 0.7862
H 0.2270 -1.0855 -1.9740
H 1.4049 0.2499 -1.5945
H 2.1429 -0.8260 0.5764
H -1.1821 -2.0636 0.0527
H -1.4784 -0.8409 1.3259
```

The value obtained for the energy above the lowest of the compared OMol25 structures with the same formula, charge and spin is 133.5 kcal/mol. The lowest unoccupied orbital energy is 0.5 eV. As for the net charge: 0. For the electronic energy, the calculation gives -9404.0450 eV.

---

No. 7
The following is a quantum chemistry calculation of a 2-piece molecular cluster, C5H8O2 overall at a distorted geometry, from the OMol25 dataset.

The geometry in XYZ format:
```
15
Properties=species:S:1:pos:R:3
O 2.6418 0.6319 0.3006
C 1.5039 -0.2051 0.1680
C 0.2693 0.6140 0.5736
C -0.7313 0.8165 -0.5303
C -2.0511 0.7220 -0.3921
C -1.1618 -2.3856 0.2568
O -1.7693 -2.8700 -0.5714
H 3.4255 0.1130 0.0841
H 1.5968 -1.0958 0.8075
H 1.4035 -0.5620 -0.8709
H -0.2258 0.1637 1.4409
H 0.6505 1.5925 0.8924
H -0.3173 1.0880 -1.5035
H -2.7295 0.9182 -1.2181
H -2.5051 0.4587 0.5624
```

The value obtained for the energy above the lowest of the compared OMol25 structures with the same formula, charge and spin is 35.6 kcal/mol. The lowest unoccupied orbital energy is 0.9 eV. As for the net charge: 0. For the electronic energy, the calculation gives -9408.2901 eV.

---

No. 8
The following is a quantum chemistry calculation of C5H8O2 as an isolated structure, from the OMol25 dataset.

The geometry in XYZ format:
```
15
Properties=species:S:1:pos:R:3
O -1.6682 -1.2568 1.0269
C -0.3905 -0.8512 0.6015
C -0.1915 -0.8084 -0.9437
C 0.2725 0.6502 -1.0427
C 1.2954 0.7845 0.0986
C -0.0205 0.6213 0.8699
O -0.7050 1.3269 -0.1988
H -2.2102 -0.4794 1.1837
H 0.3180 -1.5257 1.0920
H 0.5444 -1.5299 -1.3111
H -1.1428 -0.9631 -1.4590
H 0.4082 1.1086 -2.0245
H 2.0681 0.0167 0.2083
H 1.7076 1.7913 0.1820
H -0.2050 1.0382 1.8630
```

The value obtained for the energy above the lowest of the compared OMol25 structures with the same formula, charge and spin is 40.0 kcal/mol. The lowest unoccupied orbital energy is 1.0 eV. As for the net charge: 0. For the electronic energy, the calculation gives -9408.0982 eV.

---

No. 9
The following is a quantum chemistry calculation of the molecule C5H8O2, from the OMol25 dataset.

The geometry in XYZ format:
```
15
Properties=species:S:1:pos:R:3
C -0.7005 -1.5396 -0.4408
C -0.4723 -0.3800 0.4985
C -0.4628 1.0262 -0.1905
O -0.3243 1.0860 -1.5816
C 0.8549 1.3029 0.5166
O 1.7530 0.2558 -0.0005
C 0.9075 -0.0734 1.0751
H -0.5973 -2.5056 0.0589
H -0.0071 -1.5025 -1.2848
H -1.7107 -1.4596 -0.8562
H -1.1759 -0.3727 1.3375
H -1.3472 1.6123 0.0778
H 0.5914 0.8080 -1.7452
H 1.3496 2.2668 0.5680
H 1.3418 -0.5246 1.9672
```

The value obtained for the energy above the lowest of the compared OMol25 structures with the same formula, charge and spin is 57.4 kcal/mol. The lowest unoccupied orbital energy is 1.0 eV. As for the net charge: 0. The SMILES is C[C@@H]1[C@H](O)[C@@H]2O[C@H]12. For the electronic energy, the calculation gives -9407.3423 eV.

---

No. 10
The following is a quantum chemistry calculation of a 2-piece molecular cluster, C5H8O2 overall, from the OMol25 dataset.

The geometry in XYZ format:
```
15
Properties=species:S:1:pos:R:3
C -1.3938 1.0898 -0.5832
C -0.3631 0.3158 -0.2719
C 0.4164 0.2759 0.9932
O 1.1396 -0.9540 1.1199
C 1.6409 0.0140 0.2084
C 0.8166 -0.2733 -1.0721
O 0.7868 -1.6207 -1.4292
H -1.8973 1.6561 0.1996
H -1.7485 1.2030 -1.6023
H 0.2663 0.8431 1.9051
H 2.6214 0.4622 0.3457
H 1.0766 0.2999 -1.9613
H 0.7640 -2.1069 -0.5881
H -2.2280 -0.4573 1.1003
H -1.9983 -0.8437 1.6908
```

The value obtained for the energy above the lowest of the compared OMol25 structures with the same formula, charge and spin is 100.2 kcal/mol. The lowest unoccupied orbital energy is 1.0 eV. As for the net charge: 0. The SMILES is C=C1[C@H]2O[C@H]2[C@H]1O.[H][H]. For the electronic energy, the calculation gives -9405.4853 eV.

---

No. 11
The following is a quantum chemistry calculation of C5H8O2 as an isolated structure, from the OMol25 dataset.

The geometry in XYZ format:
```
15
Properties=species:S:1:pos:R:3
C 1.3717 -0.2465 -1.1844
C 0.4865 0.4006 -0.1755
O -0.7285 -2.5359 -0.3814
C 0.6145 0.9595 1.0439
C -0.8365 1.3885 1.2125
C -0.9882 0.6271 -0.1283
O -1.9366 0.2389 -0.7656
H 2.3041 -0.5928 -0.7285
H 0.8562 -1.1054 -1.6237
H 1.6229 0.4605 -1.9839
H -1.3688 -1.8740 -0.6830
H -0.4445 -2.2136 0.4831
H 1.4666 1.0574 1.7114
H -1.4031 0.9689 2.0513
H -1.0165 2.4670 1.1519
```

The value obtained for the energy above the lowest of the compared OMol25 structures with the same formula, charge and spin is 35.4 kcal/mol. The lowest unoccupied orbital energy is 0.5 eV. As for the net charge: 0. For the electronic energy, the calculation gives -9408.2989 eV.

---

No. 12
The following is a quantum chemistry calculation of a 2-piece molecular cluster, C5H8O2 overall, from the OMol25 dataset.

The geometry in XYZ format:
```
15
Properties=species:S:1:pos:R:3
C -2.3150 0.2858 0.2534
C -1.1065 0.8297 0.3197
O -0.2691 0.5935 1.3805
C 1.0768 0.4284 1.0589
C 1.5875 -0.9341 0.5073
C 1.5935 0.2807 -0.3229
O 1.7580 0.7705 -1.4055
H -2.6685 -0.3971 1.0196
H -2.9722 0.5367 -0.5713
H -0.7096 1.5083 -0.4356
H 1.7311 0.9029 1.7888
H 2.4917 -1.3594 0.9384
H 0.8157 -1.6585 0.2420
H -0.8294 -0.9861 -2.2262
H -0.1840 -0.8014 -2.5472
```

The value obtained for the energy above the lowest of the compared OMol25 structures with the same formula, charge and spin is 96.1 kcal/mol. The lowest unoccupied orbital energy is 0.5 eV. As for the net charge: 0. The SMILES is C=CO[C@H]1CC1=O.[H][H]. For the electronic energy, the calculation gives -9405.6639 eV.

---

No. 13
The following is a quantum chemistry calculation of the molecule C5H8O2, from the OMol25 dataset.

The geometry in XYZ format:
```
15
Properties=species:S:1:pos:R:3
C -0.8084 -1.4944 -1.8453
C 0.1126 -0.7977 -0.9375
O 0.5251 1.1366 -1.6739
C 0.0117 0.5853 -0.6912
C 1.0739 0.1156 1.9357
O -0.2754 0.4952 1.7158
C -0.4196 1.2941 0.5762
H -1.3558 -2.1851 -1.1815
H -1.5293 -0.8660 -2.3837
H -0.2631 -2.1406 -2.5414
H 1.4183 -0.5629 1.1456
H 1.1064 -0.3994 2.8978
H 1.7346 0.9961 1.9585
H 0.1458 2.2389 0.6356
H -1.4849 1.5428 0.4934
```

The value obtained for the energy above the lowest of the compared OMol25 structures with the same formula, charge and spin is 104.1 kcal/mol. The lowest unoccupied orbital energy is -0.3 eV. As for the net charge: 0. For the electronic energy, the calculation gives -9405.3181 eV.

---

No. 14
The following is a quantum chemistry calculation of the molecule C5H8O2, from the OMol25 dataset.

The geometry in XYZ format:
```
15
Properties=species:S:1:pos:R:3
O -1.1620 -2.0908 -0.2110
C -1.5043 -0.9329 -0.1744
C -0.5828 0.2288 0.1470
O -1.3281 1.3460 0.5713
C 0.6643 -0.1765 0.9645
C 1.5141 -0.1136 -0.3248
C 0.3319 0.5573 -1.0582
H -2.5451 -0.6253 -0.4111
H -1.5564 1.2185 1.5011
H 0.9265 0.5933 1.6967
H 0.5959 -1.1532 1.4510
H 1.7473 -1.1082 -0.7124
H 2.4321 0.4783 -0.2694
H 0.4311 1.6422 -1.1470
H 0.0354 0.1361 -2.0234
```

The value obtained for the energy above the lowest of the compared OMol25 structures with the same formula, charge and spin is 30.7 kcal/mol. The lowest unoccupied orbital energy is 0.7 eV. As for the net charge: 0. The SMILES is O=CC1(O)CCC1. For the electronic energy, the calculation gives -9408.5024 eV.

---

No. 15
The following is a quantum chemistry calculation of the molecule C5H8O2, from the OMol25 dataset.

The geometry in XYZ format:
```
15
Properties=species:S:1:pos:R:3
O 1.8650 -1.2468 1.0932
C 0.8349 -0.6252 1.0729
C 0.4273 0.8304 1.3158
C -0.6005 0.5897 0.1757
C 0.0617 0.8183 -1.1895
O 1.4110 0.3933 -1.2107
C -0.5496 -0.9240 0.4915
H 1.1704 1.6222 1.2067
H -0.0734 0.8955 2.2883
H -1.5748 1.0875 0.2558
H 0.1116 1.8858 -1.4259
H -0.5340 0.3225 -1.9729
H 1.5253 -0.5422 -0.9789
H -0.6584 -1.6368 -0.3321
H -1.2126 -1.1998 1.3172
```

The value obtained for the energy above the lowest of the compared OMol25 structures with the same formula, charge and spin is 33.0 kcal/mol. The lowest unoccupied orbital energy is 0.8 eV. As for the net charge: 0. The SMILES is O=C1CC(CO)C1. For the electronic energy, the calculation gives -9408.3993 eV.

---

No. 16
The following is a quantum chemistry calculation of the molecule C5H8O2, from the OMol25 dataset.

The geometry in XYZ format:
```
15
Properties=species:S:1:pos:R:3
C 1.1556 -1.7373 -0.3170
C 0.9179 -0.2478 -0.0218
C -0.5683 0.2027 0.0273
C -0.7885 1.0897 1.2424
O 0.0283 1.9126 1.5809
C -1.2180 1.2124 -0.9446
O -2.3648 1.0905 -1.3015
H 0.6342 -2.3839 0.3997
H 2.2254 -1.9632 -0.2191
H 0.8502 -2.0430 -1.3223
H 1.5112 0.3714 -0.7004
H 1.3335 -0.0471 0.9722
H -1.2518 -0.6524 0.0289
H -1.7911 1.0331 1.7006
H -0.6739 2.1622 -1.1255
```

The value obtained for the energy above the lowest of the compared OMol25 structures with the same formula, charge and spin is 30.4 kcal/mol. The lowest unoccupied orbital energy is 0.1 eV. As for the net charge: 0. The SMILES is CCC(C=O)C=O. For the electronic energy, the calculation gives -9408.5159 eV.